Molecular formula: C29H32MgNO
Method: DFT, wB97M-V/def2-TZVPD

```
64
Properties=species:S:1:pos:R:3:forces:R:3:nbo_charge:R:1
C 2.4176 -0.3599 1.6012 0.234 0.275 -0.494 -0.384
C 2.4718 -1.0959 0.3861 0.571 0.632 -0.237 -0.379
C 1.9857 -0.2649 -0.6616 0.501 0.023 0.046 -0.486
H 2.9269 -2.0753 0.2481 -0.377 0.176 0.103 0.220
C 1.6151 0.9932 -0.0848 0.268 -0.099 0.122 -0.488
C 1.8949 0.9282 1.3102 0.310 0.011 -0.189 -0.336
H 1.3122 1.8776 -0.6422 -0.002 -0.230 0.219 0.215
C -1.3393 -2.1945 2.0602 0.186 -0.156 -0.363 -0.339
C -0.2052 -2.8699 1.5386 -0.543 -0.298 -0.177 -0.354
C -0.2399 -2.7763 0.1161 -0.877 -0.264 -0.032 -0.466
H 0.5137 -3.4578 2.1064 -0.135 0.347 -0.096 0.218
C -1.4039 -2.0127 -0.2368 0.449 -0.329 0.523 -0.246
C -2.0547 -1.6198 0.9766 0.288 -0.408 -0.209 -0.422
H 2.0312 -0.4811 -1.7268 -0.178 -0.053 0.217 0.229
H 1.8058 1.7538 2.0132 -0.223 -0.446 -0.168 0.250
H 2.8206 -0.6799 2.5619 -0.454 0.033 -0.258 0.234
H -3.0078 -1.0920 1.0155 0.424 -0.087 0.196 0.230
H 0.4376 -3.2495 -0.5969 -0.171 0.243 0.383 0.230
H -1.6644 -2.1906 3.0987 0.324 0.272 -0.261 0.235
Mg 0.1658 -0.6383 0.6382 0.127 0.157 1.645 1.820
C -1.9029 -1.6929 -1.6188 0.077 0.438 -0.030 -0.050
C -3.4222 -1.9183 -1.6414 -0.127 -0.103 -0.322 -0.614
C -1.2360 -2.6015 -2.6578 -0.142 0.064 -0.099 -0.615
H -3.6369 -2.9577 -1.3567 0.065 0.257 0.071 0.206
H -3.8015 -1.7275 -2.6482 -0.056 -0.164 0.365 0.244
H -3.9351 -1.2455 -0.9452 0.060 -0.155 -0.105 0.203
H -1.3848 -3.6528 -2.3760 0.085 0.243 -0.098 0.217
H -0.1592 -2.4006 -2.7374 -0.158 -0.077 0.041 0.205
H -1.7005 -2.4300 -3.6352 0.133 -0.063 0.084 0.218
C -1.5218 -0.2019 -1.9103 -0.189 -0.006 -0.413 -0.539
C -2.0848 0.3397 -3.2222 -0.369 -0.217 -0.413 0.698
H -0.4158 -0.0990 -1.9307 -0.510 -0.080 0.056 0.238
H -1.9086 0.4625 -1.1093 0.129 -0.310 -0.238 0.240
O -3.0372 -0.1755 -3.8037 0.640 0.633 0.069 -0.643
N -1.4916 1.4482 -3.7635 -0.086 0.591 0.154 -0.631
C -0.3425 2.1971 -3.2647 -0.329 -0.293 0.094 -0.252
H -1.9765 1.8313 -4.5660 0.089 -0.282 0.136 0.402
C 0.9807 1.6082 -3.7121 0.248 -0.082 -0.237 0.050
C 2.1572 2.2823 -3.3709 0.048 -0.295 -0.124 -0.244
H 2.0755 3.2397 -2.8479 0.172 -0.330 -0.059 0.213
C 3.3989 1.7374 -3.6972 -0.177 -0.003 -0.073 -0.186
H 4.3085 2.2676 -3.4101 -0.229 -0.211 -0.088 0.215
C 3.4709 0.5217 -4.3892 -0.220 0.018 0.020 -0.226
H 4.4414 0.0873 -4.6335 -0.266 0.133 0.081 0.213
C 2.2957 -0.1296 -4.7779 -0.117 0.360 0.136 -0.207
H 2.3292 -1.0643 -5.3397 0.083 0.261 0.159 0.214
C 1.0480 0.4223 -4.4536 0.288 0.107 0.108 -0.257
H 0.1259 -0.0589 -4.7922 0.371 0.091 0.233 0.228
H -0.3785 2.2350 -2.1614 0.055 0.004 -0.381 0.220
H -0.4226 3.2376 -3.6189 -0.047 -0.354 0.128 0.214
C -0.6423 1.1002 3.3423 -0.088 -0.267 -0.260 -0.800
C -0.3871 1.2877 4.7025 -0.169 -0.154 -0.532 -0.014
C -0.2980 0.1716 5.6085 -0.015 0.364 0.482 -0.315
C -0.1557 0.3832 6.9729 -0.067 0.347 -0.410 -0.187
C -0.0826 1.6899 7.4927 -0.006 0.038 0.383 -0.389
C -0.1242 2.7941 6.6205 0.137 -0.475 -0.277 -0.204
C -0.2404 2.6066 5.2522 0.237 -0.201 0.545 -0.299
H -0.5708 1.9422 2.6592 -0.333 -0.013 0.009 0.166
H -1.1125 0.1735 3.0139 0.174 0.257 -0.052 0.174
H -0.3459 -0.8392 5.1902 0.007 0.305 0.173 0.186
H -0.0984 -0.4679 7.6556 -0.008 0.164 -0.154 0.182
H 0.0160 1.8474 8.5686 -0.027 -0.047 -0.263 0.181
H -0.0609 3.8036 7.0306 0.018 -0.169 -0.084 0.183
H -0.2542 3.4507 4.5601 -0.102 -0.126 0.215 0.182
```
Forces are in eV/Å.

Output
- energy (eV) = -39575.122
- Kohn-Sham gap (eV) = 4.04
- spin multiplicity = 1
- total charge = -1
- molecular weight (g mol⁻¹) = 434.886